C5H14N2O7P2Pd as an isolated structure at a distorted geometry, computed with ωB97M-V/def2-TZVPD.

Element x y z (Å)
H: -0.11 4.42 1.44
H: 3.43 0.44 1.09
H: -1.59 -3.69 -1.33
O: 0.97 2.84 -0.12
H: 1.35 -3.26 -2.51
H: 0.96 4.10 2.76
Pd: 0.99 0.57 -0.24
C: 2.57 2.40 1.63
H: -2.75 -2.94 -0.19
O: -2.92 -0.64 0.79
O: 0.47 -2.88 -2.53
H: -1.10 -3.29 0.33
C: 2.49 0.90 1.40
H: 2.02 0.37 2.23
O: -1.26 1.00 -0.19
C: 1.35 3.07 1.03
C: -1.23 -1.61 -0.92
H: 2.65 2.66 2.69
N: 0.74 4.00 1.79
P: -1.33 -0.35 0.47
O: 0.39 -0.35 -2.53
P: 0.50 -1.54 -1.60
H: -3.09 -0.47 1.71
H: -1.20 -0.45 -2.51
O: -0.49 -0.63 1.65
H: -2.47 -1.65 -2.64
C: -1.71 -2.97 -0.52
H: 3.43 2.82 1.11
O: 1.64 -1.62 -0.65
H: -2.68 -0.29 -1.63
N: -2.02 -0.97 -2.01

## Properties
2S+1: 3
Gap between HOMO and LUMO (alpha / beta) (Ha): 0.28792 / 0.28858
HOMO level (alpha / beta) (Ha): -0.2700 / -0.3135



A 2-piece molecular cluster, C5H14N2OS overall at a distorted geometry, computed with ωB97M-V/def2-TZVPD.

Element x y z (Å)
H: 2.14 2.53 0.50
O: -1.02 1.68 -0.01
C: -0.53 0.49 0.59
H: -4.06 -1.66 -0.82
H: -0.87 0.36 -1.65
H: -1.02 0.01 1.48
H: 0.54 2.40 -0.15
C: 3.27 -1.63 0.70
H: 2.65 -1.52 1.61
C: -1.28 0.51 -0.62
H: 2.94 -2.59 0.23
N: 1.61 2.07 -0.22
H: -2.19 -1.92 -1.03
H: -2.84 -1.76 0.56
H: 1.90 0.48 1.38
C: -2.95 -1.39 -0.43
H: 1.94 2.25 -1.16
H: -3.11 0.64 0.21
H: -3.25 0.37 -1.35
S: 2.87 -0.36 -0.54
N: -2.75 0.08 -0.61
H: 4.27 -1.68 0.97
C: 1.74 0.63 0.37

## Properties
2S+1: 1
Net charge: +2
Gap between HOMO and LUMO (Ha): 0.31503
HOMO level (Ha): -0.5977



A 2-piece molecular cluster, C5H14N2S overall at a distorted geometry, computed with ωB97M-V/def2-TZVPD.

Element x y z (Å)
C: 2.66 -2.07 1.56
H: 0.10 0.86 3.91
H: 2.82 -3.09 1.28
C: -0.69 0.78 -0.92
H: 0.97 -0.55 4.68
N: 1.19 -0.34 2.57
H: -1.26 1.67 -0.57
H: -0.51 -0.80 3.70
H: 0.04 0.15 0.84
H: 0.29 1.16 -1.27
N: -0.53 -0.26 0.07
C: 1.51 -1.67 2.18
H: -1.45 -0.43 0.50
H: 3.44 -1.29 1.37
H: 0.64 -2.29 2.21
H: -2.17 1.02 -4.35
H: -2.43 -0.02 -2.01
H: 2.08 0.15 2.60
C: 0.40 -0.21 3.79
C: -1.39 0.28 -2.19
H: -0.83 -0.62 -2.54
S: -1.33 1.60 -3.46

## Properties
2S+1: 1
SMILES: C=CNC.NCCS
Gap between HOMO and LUMO (Ha): 0.34060
HOMO level (Ha): -0.3080



A 2-piece molecular cluster, C5H14N2S overall at a distorted geometry, computed with ωB97M-V/def2-TZVPD.

Element x y z (Å)
N: 1.56 3.49 0.25
C: -2.01 -1.58 -0.74
H: -1.93 -0.52 -1.03
C: -1.91 -1.74 0.77
H: -0.50 -0.15 1.05
H: 0.77 4.05 0.55
H: -2.98 -1.93 -1.10
H: -2.75 -1.24 1.26
C: -0.61 -1.20 1.35
N: 1.39 0.02 -1.13
H: 2.17 3.29 1.03
H: 0.30 2.43 -1.08
H: 2.01 -0.27 -1.87
H: 1.28 -1.03 -0.19
H: -1.99 -2.80 1.02
C: 1.84 1.19 -0.42
H: -1.23 -2.14 -1.25
H: 2.71 1.01 0.21
H: 0.46 0.13 -1.52
H: -0.65 -1.22 2.44
C: 1.18 2.34 -0.45
S: 0.89 -2.13 0.84

## Properties
2S+1: 1
SMILES: N/C=C/N.CCCS
Gap between HOMO and LUMO (Ha): 0.30741
HOMO level (Ha): -0.2801



A 2-piece molecular cluster, C5H14N2S overall at a distorted geometry, computed with ωB97M-V/def2-TZVPD.

Element x y z (Å)
H: 2.62 -3.18 1.69
H: 0.72 -1.90 0.93
H: 2.94 -3.58 0.12
H: -0.13 1.09 2.07
H: -0.24 2.76 1.64
N: 2.20 -3.34 0.77
H: -3.33 2.64 -0.27
C: -1.84 1.49 0.75
C: -2.28 2.39 -0.38
S: 1.00 1.66 0.00
H: -1.89 0.44 0.45
H: -0.40 -1.28 -1.52
H: -1.81 3.39 -0.29
H: 0.84 0.32 -0.44
H: 0.75 -0.78 -2.62
H: -2.54 1.57 1.52
C: -0.35 1.76 1.25
C: 1.52 -1.94 -1.06
C: 1.48 -2.26 0.21
N: 0.59 -0.98 -1.62
H: 2.26 -2.31 -1.77
H: -2.10 2.04 -1.42

## Properties
2S+1: 1
SMILES: N/C=C/N.CCCS
Gap between HOMO and LUMO (Ha): 0.32099
HOMO level (Ha): -0.2878



A 2-piece molecular cluster, C5H14N3 overall at a distorted geometry, computed with ωB97M-V/def2-TZVPD.

Element x y z (Å)
C: 0.13 -2.24 1.22
H: 0.57 1.83 0.17
C: 0.51 -0.20 2.31
C: -0.41 0.83 -1.46
H: 0.32 0.02 -1.61
H: 2.00 3.10 -1.29
H: 1.15 -0.72 3.00
H: 0.33 0.85 2.43
H: -0.84 1.10 -2.41
H: -0.79 -0.29 0.55
H: -0.93 -2.49 -0.60
H: 1.23 2.62 -2.61
H: -0.18 -4.00 0.13
N: -0.09 -0.85 1.37
H: 0.75 -2.72 2.00
H: -2.05 -0.37 -1.03
N: 1.52 2.30 -1.68
H: -0.38 2.89 -0.85
C: -0.36 -2.94 0.17
C: 0.31 2.04 -0.88
N: -1.46 0.30 -0.52
H: -2.05 1.06 -0.27

## Properties
2S+1: 1
Net charge: +1
Gap between HOMO and LUMO (Ha): 0.32251
HOMO level (Ha): -0.4799